C75H187N11O41 as an isolated structure at a distorted geometry. Source: the Open Molecules 2025 dataset; level of theory: ωB97M-V/def2-TZVPD.

Structure (XYZ):
```
314
C75H187N11O41 (ωB97M-V/def2-TZVPD)
C 5.5322 -0.3042 -5.1710
O 5.8010 -0.9796 -6.3400
C 4.6802 -1.5307 -7.0252
C 5.3831 -2.3519 -8.1542
N 6.6313 -1.6274 -8.5017
H 6.5756 -0.8391 -9.1672
H 6.9054 -1.1204 -7.6480
C 7.7644 -2.5892 -8.9482
C 8.9482 -1.8460 -9.4856
O 8.5706 -0.8575 -10.3913
C 9.6544 -0.1783 -11.0230
H 5.0559 -0.9782 -4.5211
H 4.9495 0.5848 -5.2672
H 6.4728 -0.0190 -4.7850
H 4.0290 -0.7174 -7.2990
H 4.1563 -2.2191 -6.3075
H 4.8102 -2.3191 -9.1094
H 5.5984 -3.3813 -7.9696
H 7.1746 -3.1727 -9.5933
H 8.1567 -3.1266 -8.0685
H 9.6060 -2.6637 -9.8474
H 9.4855 -1.3590 -8.6678
H 10.1600 0.5798 -10.3740
H 9.2560 0.3202 -11.9264
H 10.4446 -0.9142 -11.3727
C 5.3088 -11.0806 4.4371
O 5.4859 -9.6992 4.3734
C 5.4980 -9.1162 3.0766
C 5.9760 -7.7630 3.1806
N 5.1765 -6.9117 4.1366
H 4.2645 -6.6605 3.7594
H 5.0112 -7.5642 4.9247
C 5.9708 -5.6679 4.6565
C 5.1481 -5.0205 5.6937
O 4.5727 -5.9968 6.5254
C 4.0449 -5.5146 7.7952
H 4.3719 -11.4396 4.1083
H 5.4173 -11.3612 5.4922
H 6.0475 -11.6673 3.8584
H 4.4113 -9.1183 2.7889
H 6.0726 -9.6934 2.2998
H 5.9883 -7.3042 2.1614
H 6.9439 -7.7459 3.5386
H 6.1194 -5.0525 3.7907
H 6.9558 -6.0662 4.8394
H 4.3967 -4.3902 5.2002
H 5.8341 -4.3864 6.2414
H 3.5127 -6.3861 8.2399
H 3.2949 -4.6758 7.6552
H 4.8283 -5.1277 8.4928
C 6.6854 -2.6898 -1.7622
O 5.2732 -2.9971 -1.7121
C 4.8847 -3.4144 -0.4118
C 3.4566 -3.4194 -0.4259
N 2.9023 -4.0587 -1.6298
H 1.9202 -4.2143 -1.5294
H 2.8312 -3.3962 -2.4057
C 3.4656 -5.3270 -2.1028
C 2.8744 -6.4528 -1.2608
O 1.4964 -6.2643 -1.3705
C 0.7634 -7.1387 -0.5508
H 7.2329 -3.4124 -1.1838
H 6.8142 -1.6189 -1.3914
H 7.0173 -2.7905 -2.7786
H 5.2589 -2.7346 0.3586
H 5.2883 -4.3804 -0.1438
H 3.1068 -2.3638 -0.4354
H 2.9587 -3.8377 0.4454
H 4.5669 -5.2859 -2.0490
H 3.2345 -5.4782 -3.1137
H 3.1934 -6.5898 -0.2598
H 3.2329 -7.3693 -1.8148
H 0.7757 -6.8863 0.5248
H 1.0566 -8.1747 -0.6759
H -0.2726 -6.9408 -0.9266
C 0.4337 5.0535 5.3608
O -0.8883 5.0735 5.8404
C -1.0166 5.2605 7.1940
C -2.4324 5.3151 7.5834
N -3.1935 4.1827 7.1944
H -3.3346 4.1978 6.1860
H 3.0802 0.2374 11.5339
C -4.5344 4.1906 7.7562
C -5.5574 4.0907 6.7032
O -5.6541 5.2415 5.8149
C -5.9533 6.5451 6.2896
H 0.8593 6.1035 5.5152
H 0.4226 4.9565 4.2566
H 1.0563 4.2920 5.7843
H -0.4483 6.1692 7.4899
H -0.5661 4.3522 7.7098
H -2.9152 6.3443 7.2617
H -2.5405 5.3648 8.7018
H -4.9180 5.0728 8.3213
H -4.5576 3.3585 8.4200
H -6.5052 3.8956 7.1090
H -5.2214 3.3357 6.0236
H -5.1142 6.9516 6.8059
H -6.7597 6.5751 7.0286
H -6.2166 7.0858 5.3829
C -0.9718 -4.6797 1.5191
O -0.5658 -5.7024 2.4040
C -1.5349 -6.1646 3.3210
C -0.8487 -7.0558 4.2879
N 0.2711 -6.2582 4.7974
H 0.9756 -6.0937 4.0642
H -0.1661 -5.3661 4.9730
C 1.0337 -6.8268 5.9698
C 1.8293 -8.0491 5.6916
O 0.8668 -9.1367 5.4228
C 0.3302 -9.7945 6.5530
H -0.5975 -3.7161 1.8359
H -2.0753 -4.6763 1.4827
H -0.4762 -4.8935 0.5535
H -2.3569 -6.5661 2.7215
H -1.7958 -5.3233 3.9199
H -0.5306 -7.9774 3.8291
H -1.6074 -7.2629 5.1008
H 0.3387 -6.9579 6.8075
H 1.7803 -6.0849 6.3094
H 2.3684 -8.4083 6.6264
H 2.4911 -7.9255 4.8262
H -0.2960 -10.5626 6.1640
H -0.3038 -9.1488 7.1799
H 1.0748 -10.2436 7.2199
C -3.5639 -2.6289 -7.9386
O -2.7481 -3.6142 -7.3103
C -2.5258 -4.7654 -8.1751
C -2.2380 -5.8526 -7.2041
N -3.3014 -5.9181 -6.1378
H -3.4061 -4.8965 -5.9149
H -4.2090 -6.1230 -6.5805
C -3.0292 -6.9616 -5.0916
C -2.4760 -6.3423 -3.8609
O -1.1964 -5.7343 -4.1829
C -0.7473 -4.5493 -3.4408
H -3.2891 -1.7090 -7.4857
H -4.5861 -2.8809 -7.7681
H -3.4458 -2.5978 -9.0352
H -1.6925 -4.5672 -8.8842
H -3.4403 -4.9580 -8.7609
H -1.3639 -5.6336 -6.6172
H -2.1531 -6.8201 -7.6818
H -2.1766 -7.6117 -5.5332
H -3.8983 -7.6016 -4.9135
H -2.3811 -7.0705 -3.0649
H -3.1675 -5.6161 -3.4938
H 0.1340 -4.2366 -4.0145
H -0.4854 -4.9045 -2.4286
H -1.4400 -3.7844 -3.3070
C -5.7498 -2.7556 0.0755
O -5.0329 -2.7783 1.3053
C -3.9038 -1.9186 1.2095
C -3.0756 -2.0337 2.5096
N -3.8378 -1.7647 3.7165
H -4.3094 -0.8049 3.6170
H -4.6127 -2.4187 3.6656
C -3.2687 -1.8840 5.1218
C -1.9797 -1.1499 5.1742
O -2.2692 0.2047 4.9502
C -1.2049 1.0167 5.3891
H -5.0650 -3.1804 -0.6809
H -6.0334 -1.7677 -0.2691
H -6.6440 -3.4152 0.2233
H -4.2648 -0.8375 0.9389
H -3.1785 -2.1438 0.4450
H -2.1976 -1.3712 2.3156
H -2.6359 -3.0342 2.6684
H -3.1904 -2.9463 5.4304
H -4.0282 -1.4559 5.7713
H -1.2260 -1.5718 4.5240
H -1.5580 -1.3245 6.1876
H -0.8510 0.5340 6.2903
H -1.5526 2.0064 5.7245
H -0.3714 1.1020 4.6697
C 4.8811 5.0921 0.6787
O 4.1875 3.8970 0.3817
C 5.0365 3.0776 -0.4454
C 4.1234 2.0994 -1.1571
N 3.3151 1.3634 -0.0918
H 2.7824 2.1689 0.2229
H 2.1083 -0.0106 -0.7399
C 3.9759 0.8334 1.0798
C 2.9255 0.8658 2.1482
O 3.3535 0.4530 3.4274
C 2.3089 0.6570 4.3653
H 5.7242 5.2371 -0.0067
H 5.2495 5.1110 1.6771
H 4.1641 5.8996 0.4647
H 5.7838 2.4552 0.0716
H 5.5792 3.7628 -1.1515
H 4.6271 1.4421 -1.8310
H 3.4067 2.7395 -1.7219
H 4.8671 1.4979 1.3451
H 4.3507 -0.1740 0.8365
H 1.9821 0.3132 1.8219
H 2.6721 1.9414 2.2155
H 1.7346 1.6469 4.3994
H 2.7348 0.5633 5.3889
H 1.5811 -0.0967 4.1484
C -2.0211 11.0317 -15.6669
O -2.0588 10.7496 -14.2278
C -1.5975 11.7191 -13.3564
C -2.3765 11.5139 -12.0461
N -1.8276 12.5114 -11.0034
H -0.8478 12.3618 -10.8860
H -2.0226 13.4939 -11.3721
C -2.4823 12.3807 -9.6299
C -2.1122 11.0992 -8.8871
O -0.7673 11.1094 -8.4026
C -0.6769 9.9184 -7.5438
H -1.5337 11.9173 -15.9805
H -3.1074 11.0034 -15.9149
H -1.5692 10.1204 -16.1368
H -1.6867 12.7868 -13.7101
H -0.5669 11.6597 -13.1748
H -2.2370 10.5265 -11.8113
H -3.4193 11.7237 -12.1158
H -3.5212 12.4660 -9.8239
H -2.1480 13.1914 -9.0275
H -2.0858 10.3056 -9.6512
H -2.9067 10.9420 -8.1307
H -0.7090 8.9683 -8.1523
H -1.5352 9.8604 -6.8490
H 0.2564 9.8382 -6.9724
C -5.3538 2.2288 -3.1675
O -6.2184 2.3654 -2.0463
C -5.7686 3.3630 -1.1004
C -6.7421 3.2621 0.0784
N -6.5253 4.2109 1.1755
H -5.7071 3.8776 1.7443
H -6.3964 5.1368 0.9396
C -7.6536 4.1409 2.1313
C -7.7043 5.2867 3.1324
O -7.8897 6.4322 2.2826
C -8.3528 7.6048 3.0459
H -5.4735 1.2199 -3.5381
H -4.2606 2.3359 -2.9292
H -5.6570 2.9253 -4.0129
H -5.6546 4.3623 -1.5709
H -4.7423 3.0107 -0.8504
H -6.7164 2.3062 0.5724
H -7.7353 3.3960 -0.3473
H -7.5676 3.2337 2.7442
H -8.5108 4.0657 1.5118
H -6.7132 5.4012 3.7370
H -8.5359 5.1508 3.9135
H -7.5432 8.2583 3.4824
H -8.9172 7.3276 3.9013
H -8.9186 8.2050 2.3413
C -0.3252 2.3790 -0.2740
O -1.6050 1.9206 0.1564
C -1.5711 1.7122 1.5459
C -1.3494 3.0529 2.3022
N -2.2972 4.0723 1.9105
H -1.9019 4.7901 0.9040
H -3.1551 3.5404 1.5590
C -2.7650 4.9328 3.0240
C -3.1939 6.2183 2.4291
O -4.2726 6.0038 1.5072
C -4.4414 7.0261 0.5120
H -0.1888 3.4164 -0.0729
H -0.2279 2.2222 -1.3426
H 0.4145 1.7896 0.2485
H -0.7681 1.0283 1.8965
H -2.5331 1.2333 1.7922
H -0.3969 3.4519 2.0370
H -1.3492 2.8415 3.3907
H -1.9161 5.0117 3.7177
H -3.5089 4.4252 3.5785
H -2.3874 6.7059 2.0296
H -3.6743 6.8521 3.1732
H -5.5233 7.0378 0.2821
H -3.8138 6.8042 -0.3916
H -4.0629 8.0085 0.8849
C -0.3820 5.5694 -2.6376
C -1.3860 5.3647 -1.4170
O -2.6039 5.3178 -1.7239
O -0.9485 5.2390 -0.2215
H 0.6529 5.3237 -2.2205
H -0.3727 6.6292 -2.9611
H -0.6639 4.9217 -3.4264
C 0.2011 1.5250 10.9975
C 1.2839 0.4845 11.2119
O 1.1428 -0.6811 10.9175
O 2.4427 0.9835 11.6117
H -0.8186 1.2628 11.3376
H -0.0062 1.5908 9.9851
H 0.4586 2.5362 11.3724
O -3.9897 2.1397 4.3268
C -4.6160 1.6752 3.2092
O -4.9605 0.5001 3.1516
O -4.7013 2.5799 2.2849
H -3.6893 1.3878 4.9361
O 1.9191 -4.3058 2.3183
C 2.8574 -5.3023 2.5257
O 2.4751 -6.2245 3.3460
O 3.9586 -5.2942 1.9154
H 1.3148 -4.3219 3.1188
O 0.1334 -2.1464 -1.8060
C 0.6458 -1.3752 -0.9092
O 0.2395 -1.4158 0.2529
O 1.5781 -0.5899 -1.4207
H 0.3539 -1.8138 -2.7488
O 0.9590 -2.5174 6.5393
C 0.3347 -3.4623 5.7890
O 0.7488 -3.5282 4.5967
O -0.5660 -4.1918 6.2835
H 0.5322 -2.5893 7.3967
O 0.4947 -1.2349 -4.3733
C 1.8831 -1.4239 -4.7691
O 2.2106 -0.4899 -5.4851
O 2.4647 -2.3614 -4.2671
H 0.2345 -0.4250 -4.7539
```

The molar mass comes out at 1899.4 g mol⁻¹. As for the charge: +4. The HOMO-LUMO gap comes out at 7.52 eV. The highest occupied orbital energy comes out at -13.0 eV. For the total energy, the calculation gives -181104.863 eV.